200
Properties=species:S:1:pos:R:3:mulliken_charge:R:1 method="wB97M-V/def2-TZVPD" energy_ev=-283537.8968 e_lumo_ev=0.988 fmax_ha_per_bohr=0.0838 charge=-1 e_above_lowest_kcal_mol=0.0
Cl 3.10 -23.26 9.77 -1.785
O 2.02 -23.32 10.71 0.125
O 4.40 -23.34 10.45 0.252
O 3.07 -24.29 8.80 0.384
O 3.07 -21.94 9.16 0.155
O 7.70 -19.86 11.15 -0.409
S 8.27 -20.12 9.83 0.966
O 8.51 -19.03 8.87 -0.670
O 9.78 -20.83 10.13 -0.193
C 10.78 -20.80 9.11 -0.024
C 11.89 -21.52 9.83 -1.241
C 7.45 -21.58 9.06 0.124
H 11.12 -19.85 8.70 0.333
H 10.50 -21.44 8.27 0.155
H 11.48 -22.36 10.39 0.207
H 12.34 -20.91 10.62 0.335
H 12.67 -21.92 9.17 0.389
H 7.93 -21.68 8.08 0.286
H 6.40 -21.34 8.91 0.062
H 7.54 -22.41 9.75 -0.356
O -1.49 -26.54 10.27 -0.452
S -0.89 -27.74 9.61 0.886
O -1.22 -29.10 10.08 -0.631
O -1.14 -27.63 8.00 -0.429
C -0.92 -26.38 7.36 1.046
C -2.16 -25.82 6.84 -1.414
C 0.96 -27.56 9.59 -0.248
H -0.21 -26.57 6.55 0.065
H -0.42 -25.62 7.97 -0.158
H -2.94 -25.67 7.58 0.266
H -2.49 -26.55 6.10 0.429
H -1.92 -24.83 6.45 0.220
H 1.26 -27.96 10.56 0.424
H 1.24 -26.51 9.61 0.076
H 1.53 -28.12 8.85 -0.091
O -3.81 -21.75 12.94 -0.621
S -3.59 -22.96 12.08 1.306
O -4.65 -23.68 11.44 -0.663
O -2.43 -22.55 10.97 -0.285
C -2.02 -23.49 10.02 -0.190
C -1.12 -22.74 9.03 0.289
C -2.54 -24.12 13.07 -0.837
H -2.90 -23.88 9.51 0.402
H -1.54 -24.30 10.57 0.041
H -1.67 -21.87 8.67 0.373
H -0.88 -23.43 8.23 -0.352
H -0.26 -22.38 9.60 -0.362
H -2.89 -24.17 14.10 0.606
H -1.55 -23.67 13.12 -0.254
H -2.59 -25.13 12.66 0.429
O 4.08 -15.57 12.14 -0.634
S 2.87 -16.04 12.80 1.251
O 1.68 -15.24 12.71 -0.633
O 2.47 -17.53 12.23 -0.243
C 3.48 -18.52 12.20 -0.237
C 3.83 -18.81 10.72 -0.469
C 3.31 -16.55 14.60 -0.770
H 3.09 -19.48 12.55 -0.238
H 4.34 -18.25 12.81 0.716
H 4.22 -17.91 10.23 0.423
H 2.91 -19.13 10.24 -0.191
H 4.56 -19.62 10.66 0.136
H 3.20 -17.63 14.65 0.160
H 2.68 -16.02 15.31 0.394
H 4.35 -16.31 14.81 0.316
O -0.07 -22.61 5.98 -0.510
S 0.65 -23.27 4.88 1.307
O 0.35 -24.65 4.52 -0.688
O 0.51 -22.24 3.63 -0.241
C 1.18 -22.58 2.42 0.206
C 0.53 -21.82 1.29 -1.467
C 2.46 -23.09 5.30 -0.294
H 1.12 -23.65 2.22 0.320
H 2.21 -22.26 2.58 0.013
H -0.52 -22.03 1.12 0.356
H 0.93 -22.17 0.34 0.421
H 0.86 -20.79 1.44 0.331
H 2.69 -23.88 6.02 -0.276
H 2.56 -22.03 5.51 0.154
H 3.14 -23.27 4.46 0.353
O 4.15 -29.71 6.91 -0.584
S 2.79 -29.88 6.54 1.075
O 1.80 -30.34 7.45 -0.567
O 2.33 -28.46 5.86 -0.216
C 3.21 -27.64 5.15 -0.720
C 3.42 -26.53 6.26 0.990
C 2.74 -31.00 5.07 -1.024
H 2.64 -27.16 4.35 0.291
H 4.05 -28.23 4.78 0.493
H 4.22 -25.81 6.06 -0.368
H 3.68 -27.06 7.17 -0.174
H 2.48 -26.01 6.41 -0.249
H 3.45 -30.71 4.29 0.308
H 1.76 -31.11 4.62 0.348
H 2.95 -32.01 5.44 0.389
O 8.70 -24.38 8.12 -0.511
S 8.98 -24.99 9.41 1.121
O 9.05 -24.17 10.62 -0.480
O 7.93 -26.20 9.64 -0.480
C 6.60 -25.90 9.72 0.467
C 5.86 -27.26 9.83 -1.293
C 10.39 -26.08 9.36 -1.193
H 6.32 -25.37 8.82 0.482
H 6.42 -25.23 10.56 -0.144
H 6.25 -27.77 10.72 0.238
H 6.13 -27.99 9.07 0.363
H 4.80 -27.06 9.97 0.221
H 10.45 -26.55 10.34 0.357
H 11.31 -25.53 9.15 0.388
H 10.20 -26.84 8.60 0.361
O 0.63 -20.20 14.87 -0.564
S 0.13 -21.49 14.39 1.152
O -0.78 -22.28 15.20 -0.608
O -0.48 -21.24 12.88 -0.258
C 0.36 -20.53 12.02 1.065
C -0.57 -19.55 11.30 -1.738
C 1.53 -22.63 13.99 -0.167
H 0.89 -21.20 11.34 -0.141
H 1.11 -19.99 12.59 0.201
H -1.17 -18.99 12.01 0.513
H -1.29 -20.15 10.72 0.156
H 0.00 -18.85 10.70 0.200
H 1.10 -23.56 13.62 -0.393
H 2.05 -22.77 14.94 0.552
H 2.14 -22.10 13.25 0.031
O 1.10 -28.60 13.58 -0.669
S 0.95 -27.14 13.73 1.173
O 0.18 -26.37 12.74 -0.393
O 0.42 -26.84 15.32 -0.465
C 0.11 -25.52 15.69 1.236
C -0.40 -25.40 17.14 -1.539
C 2.68 -26.40 13.82 -0.539
H -0.57 -25.12 14.94 -0.291
H 1.00 -24.90 15.67 -0.111
H 0.28 -25.90 17.83 0.366
H -1.34 -25.96 17.18 0.376
H -0.68 -24.47 17.63 0.368
H 3.02 -26.33 12.79 0.171
H 3.27 -27.16 14.33 0.385
H 2.69 -25.38 14.21 0.037
O 5.83 -21.89 0.91 -0.658
S 5.94 -21.72 2.38 0.997
O 4.69 -21.83 3.19 -0.361
O 7.09 -22.75 2.99 -0.428
C 7.50 -22.72 4.32 0.560
C 7.39 -24.05 5.07 -0.822
C 6.90 -20.23 2.85 -0.867
H 6.92 -21.99 4.88 -0.264
H 8.51 -22.31 4.36 0.338
H 7.80 -24.85 4.44 0.426
H 6.36 -24.37 5.22 0.042
H 7.98 -24.08 5.99 0.126
H 6.75 -20.02 3.91 0.161
H 6.44 -19.48 2.20 0.403
H 7.92 -20.47 2.56 0.420
O 1.75 -17.40 7.40 -0.669
S 1.36 -18.60 6.59 1.302
O 0.66 -18.41 5.34 -0.651
O 2.70 -19.45 6.21 -0.394
C 3.98 -19.27 6.85 0.122
C 5.06 -19.85 5.95 -1.103
C 0.44 -19.79 7.65 0.224
H 4.01 -19.77 7.82 -0.224
H 4.12 -18.22 7.11 0.591
H 4.95 -20.91 5.73 0.108
H 6.07 -19.83 6.36 0.555
H 5.00 -19.41 4.95 0.274
H 0.90 -20.77 7.56 -0.291
H -0.63 -19.81 7.41 0.620
H 0.62 -19.51 8.68 -0.442
O 4.77 -20.72 14.80 -0.332
S 6.15 -20.72 15.28 0.950
O 6.59 -20.95 16.68 -0.684
O 7.04 -21.75 14.33 -0.409
C 6.33 -22.59 13.40 0.031
C 5.34 -23.49 13.98 -0.355
C 6.92 -19.12 14.74 -0.693
H 7.12 -23.06 12.81 0.008
H 5.82 -21.93 12.71 0.124
H 5.14 -24.22 13.19 0.009
H 4.36 -23.08 14.19 0.060
H 5.63 -24.01 14.90 0.486
H 7.99 -19.24 14.90 0.369
H 6.47 -18.31 15.31 0.319
H 6.70 -19.10 13.67 0.092
O 5.71 -27.24 13.00 -0.417
S 6.66 -27.25 14.07 1.167
O 6.32 -26.67 15.41 -0.661
O 7.26 -28.83 14.24 -0.339
C 8.17 -29.15 15.26 -0.125
C 7.49 -29.59 16.51 -1.209
C 8.18 -26.36 13.45 -0.601
H 8.85 -28.32 15.48 0.274
H 8.67 -29.98 14.76 0.280
H 6.93 -30.52 16.40 0.312
H 6.84 -28.89 17.02 0.312
H 8.21 -29.77 17.30 0.381
H 9.06 -26.79 13.92 0.417
H 8.16 -25.28 13.61 0.235
H 8.33 -26.55 12.39 -0.023